{"formula": "C25H27F3N4O4", "method": "ωB97M-V/def2-TZVPD", "total_energy_ev": -48660.24066, "smiles": "CN1C(=O)[C@@H](Cc2ccccc2)N(/C=C/C(=C2C=CC(=[N+]([O-])[O-])C=C2)[N@H+](C)C(=O)C(F)(F)F)C1(C)C", "gap_ev": 4.75, "spin_multiplicity": 1, "homo_ev": -6.1814, "e_above_lowest_ev": 1.265, "symbols": ["C", "N", "C", "C", "F", "F", "F", "O", "H", "H", "H", "C", "N", "C", "O", "C", "C", "C", "C", "C", "C", "C", "C", "N", "C", "C", "C", "C", "C", "C", "C", "N", "O", "O", "C", "C", "C", "C", "C", "H", "H", "H", "H", "H", "H", "H", "H", "H", "H", "H", "H", "H", "H", "H", "H", "H", "H", "H", "H", "H", "H", "H", "H"], "xyz": [[-2.141, 2.322, -3.022], [-1.334, 1.182, -2.284], [-0.058, 0.962, -3.042], [0.876, 2.171, -2.955], [0.576, 3.186, -3.824], [0.706, 2.695, -1.681], [2.196, 1.909, -3.095], [0.187, -0.044, -3.652], [-1.616, 3.294, -2.847], [-2.183, 2.058, -4.090], [-3.158, 2.350, -2.609], [1.089, -2.221, 4.302], [0.939, -1.245, 3.246], [1.616, -0.061, 3.275], [2.384, 0.306, 4.162], [1.261, 0.704, 1.980], [2.498, 1.069, 1.151], [3.459, 1.983, 1.868], [4.795, 1.603, 2.020], [5.661, 2.388, 2.784], [5.197, 3.585, 3.350], [3.877, 4.005, 3.128], [3.012, 3.208, 2.369], [0.348, -0.210, 1.299], [-0.246, 0.241, 0.153], [-1.141, -0.481, -0.629], [-1.833, -0.070, -1.769], [-2.748, -0.951, -2.471], [-3.306, -0.615, -3.735], [-4.189, -1.452, -4.401], [-4.596, -2.674, -3.834], [-5.574, -3.454, -4.504], [-5.935, -4.545, -4.009], [-6.033, -3.001, -5.582], [-4.014, -3.085, -2.625], [-3.129, -2.248, -1.969], [0.134, -1.478, 2.044], [0.703, -2.692, 1.284], [-1.325, -1.691, 2.467], [1.783, -1.823, 5.042], [0.134, -2.428, 4.794], [1.497, -3.155, 3.906], [0.699, 1.623, 2.267], [3.012, 0.142, 0.859], [2.160, 1.552, 0.226], [5.130, 0.673, 1.557], [6.692, 2.062, 2.939], [5.869, 4.196, 3.959], [3.516, 4.949, 3.548], [1.983, 3.521, 2.174], [0.100, 1.250, -0.100], [-1.266, -1.509, -0.331], [-1.085, 1.658, -1.397], [-3.052, 0.332, -4.205], [-4.601, -1.157, -5.363], [-4.318, -4.048, -2.230], [-2.730, -2.592, -1.026], [1.804, -2.656, 1.325], [0.387, -3.618, 1.786], [0.354, -2.717, 0.243], [-1.562, -1.007, 3.295], [-2.021, -1.537, 1.636], [-1.442, -2.716, 2.843]], "lowdin_charge": [0.07, -0.01, -0.22, -0.45, 0.14, 0.09, 0.17, 0.25, 0.11, 0.10, 0.12, -0.01, -0.04, -0.36, 0.07, -0.18, -0.09, -0.24, -0.04, -0.08, -0.09, -0.08, -0.04, -0.04, -0.09, -0.05, -0.25, -0.15, -0.04, 0.00, -0.19, -0.34, 0.03, 0.02, 0.00, -0.02, -0.46, 0.00, 0.00, 0.09, 0.09, 0.09, 0.16, 0.13, 0.10, 0.11, 0.10, 0.10, 0.10, 0.11, 0.09, 0.07, 0.14, 0.07, 0.12, 0.12, 0.09, 0.10, 0.08, 0.08, 0.10, 0.07, 0.08]}

---

{"formula": "C25H27FN4O3", "method": "ωB97M-V/def2-TZVPD", "total_energy_ev": -41184.11630, "smiles": "O=C(NCc1ccccc1)C(=O)NC[C@@H](c1ccco1)N1CCN(c2ccccc2F)CC1", "gap_ev": 8.58, "spin_multiplicity": 1, "homo_ev": -7.8601, "e_above_lowest_ev": 0.000, "symbols": ["O", "C", "N", "H", "C", "C", "C", "C", "C", "C", "C", "H", "H", "H", "H", "H", "H", "H", "C", "O", "N", "C", "H", "H", "C", "C", "C", "C", "C", "O", "H", "H", "H", "N", "C", "H", "C", "N", "C", "C", "C", "C", "C", "C", "H", "H", "H", "H", "F", "C", "C", "H", "H", "H", "H", "H", "H", "H", "H", "H"], "xyz": [[-1.601, -1.985, -2.287], [-0.773, -2.846, -2.045], [-0.053, -3.531, -2.938], [0.646, -4.151, -2.544], [0.026, -3.186, -4.343], [1.212, -2.282, -4.571], [2.443, -2.802, -4.945], [3.542, -1.971, -5.081], [3.419, -0.614, -4.837], [2.195, -0.089, -4.458], [1.096, -0.919, -4.326], [0.140, -0.516, -4.026], [2.097, 0.969, -4.264], [4.278, 0.033, -4.938], [4.496, -2.385, -5.374], [2.542, -3.862, -5.133], [-0.904, -2.670, -4.594], [0.109, -4.103, -4.930], [-0.400, -3.230, -0.611], [0.434, -4.088, -0.376], [-1.081, -2.518, 0.300], [-0.595, -2.360, 1.642], [-1.419, -2.401, 2.356], [0.084, -3.194, 1.840], [0.203, -1.038, 1.767], [1.352, -1.146, 0.810], [1.425, -0.916, -0.534], [2.722, -1.320, -0.933], [3.333, -1.771, 0.195], [2.512, -1.667, 1.254], [4.310, -2.174, 0.371], [3.128, -1.284, -1.923], [0.660, -0.495, -1.154], [-0.606, 0.129, 1.429], [-1.820, 0.273, 2.217], [-2.425, -0.630, 2.138], [-2.651, 1.443, 1.674], [-1.904, 2.681, 1.732], [-1.961, 3.488, 2.854], [-3.188, 3.854, 3.431], [-3.290, 4.697, 4.516], [-2.147, 5.246, 5.072], [-0.921, 4.934, 4.516], [-0.829, 4.074, 3.438], [0.150, 3.848, 3.048], [-0.017, 5.355, 4.930], [-2.220, 5.910, 5.918], [-4.271, 4.926, 4.900], [-4.355, 3.389, 2.908], [-0.669, 2.522, 1.000], [0.167, 1.359, 1.538], [1.078, 1.259, 0.946], [0.451, 1.552, 2.588], [-0.100, 3.452, 1.010], [-0.939, 2.296, -0.037], [-3.577, 1.514, 2.237], [-2.893, 1.245, 0.625], [-1.591, 0.451, 3.285], [0.603, -0.980, 2.798], [-1.655, -1.773, -0.081]], "lowdin_charge": [0.06, -0.42, 0.10, 0.15, -0.12, -0.21, -0.04, -0.09, -0.10, -0.09, -0.04, 0.11, 0.11, 0.10, 0.10, 0.11, 0.13, 0.13, -0.42, 0.08, 0.10, -0.10, 0.12, 0.13, -0.22, -0.26, -0.03, -0.04, -0.10, 0.06, 0.12, 0.09, 0.12, -0.12, -0.15, 0.11, -0.13, -0.09, -0.17, -0.20, -0.02, -0.10, -0.10, -0.03, 0.10, 0.10, 0.10, 0.12, 0.05, -0.14, -0.15, 0.12, 0.13, 0.12, 0.13, 0.12, 0.13, 0.14, 0.16, 0.14]}